# 1
Entry from the Open Molecules 2025 dataset: C16H17BF4NO11P2RhTe as an isolated structure (ωB97M-V with the def2-TZVPD basis set).

ORCA input file:
```
! RIJCOSX wB97M-V def2-TZVPD def2/J DEFGRID3
* xyz -2 5
Rh -0.721 0.150 0.287
O 3.885 0.626 0.939
P 2.330 0.836 0.538
O 2.325 1.618 -0.753
O 1.635 -0.501 0.479
O 1.796 1.692 1.764
P 0.431 2.633 1.897
O 0.603 3.624 0.656
O 0.512 3.394 3.152
O -0.736 1.690 1.667
H 3.945 0.205 1.805
H 0.715 3.160 -0.190
O -1.003 -1.189 1.733
C -1.565 -2.334 1.482
C -1.845 -2.960 0.256
C -2.481 -4.225 0.258
C -2.762 -4.891 -0.923
C -2.457 -4.364 -2.170
C -1.836 -3.115 -2.202
C -1.510 -2.406 -1.047
O -0.885 -1.265 -1.165
N -3.406 -6.202 -0.854
O -3.645 -6.684 0.247
O -3.688 -6.774 -1.900
H -1.853 -2.888 2.378
H -2.744 -4.688 1.199
H -2.704 -4.905 -3.070
H -1.592 -2.646 -3.148
C 7.070 0.574 -5.196
C 5.757 0.349 -4.493
C 4.787 1.344 -4.461
C 3.569 1.160 -3.816
C 2.555 2.269 -3.786
C 3.327 -0.075 -3.194
Te 1.446 -0.386 -2.305
C 4.293 -1.086 -3.195
C 4.108 -2.408 -2.493
C 5.497 -0.854 -3.854
H 7.108 1.565 -5.649
H 7.228 -0.163 -5.987
H 7.910 0.491 -4.503
H 4.983 2.296 -4.943
H 2.953 3.168 -4.258
H 2.277 2.516 -2.760
H 1.631 2.003 -4.304
H 3.170 -2.485 -1.944
H 4.906 -2.563 -1.766
H 4.139 -3.237 -3.204
H 6.255 -1.634 -3.854
F -0.402 3.368 -2.825
B -1.115 2.190 -2.609
F -0.727 1.720 -1.282
F -2.480 2.379 -2.642
F -0.722 1.213 -3.546
*
```

Calculated values
Expectation value of S² ... 6.050
LUMO energy (alpha / beta) ... 0.1376 / 0.1062 Ha
Kohn-Sham gap (alpha / beta) ... 0.14970 / 0.21090 Ha

# 2
Entry from the Open Molecules 2025 dataset: C16H17BKN5O2S as an isolated structure (ωB97M-V with the def2-TZVPD basis set).

ORCA input file:
```
! RIJCOSX wB97M-V def2-TZVPD def2/J DEFGRID3
* xyz -2 1
K 0.760 0.796 -0.713
S 0.053 -0.520 2.183
C -0.783 -1.921 1.682
N -0.767 -3.076 2.239
N -1.546 -4.072 1.669
C -1.322 -5.369 2.023
C -0.419 -5.722 3.038
C -0.250 -7.051 3.379
C -0.950 -8.067 2.738
C -1.838 -7.718 1.726
C -2.027 -6.396 1.371
N -1.662 -1.665 0.550
N -1.248 -2.143 -0.517
C -2.113 -1.834 -1.622
C -2.708 -2.892 -2.297
C -3.511 -2.641 -3.398
C -3.696 -1.338 -3.845
C -3.075 -0.289 -3.182
C -2.287 -0.533 -2.066
H -2.008 -3.898 0.790
H 0.135 -4.935 3.526
H 0.457 -7.301 4.163
H -0.804 -9.103 3.014
H -2.392 -8.488 1.202
H -2.725 -6.139 0.581
H -2.533 -3.904 -1.953
H -3.985 -3.467 -3.914
H -4.310 -1.143 -4.715
H -3.200 0.731 -3.521
H -1.792 0.299 -1.582
C 2.639 -2.380 -1.081
C 3.271 -1.114 -1.683
O 4.483 -1.135 -1.947
O 2.471 -0.140 -1.829
H 3.287 -3.245 -1.221
H 1.656 -2.571 -1.514
H 2.486 -2.226 -0.009
B -2.805 4.539 -1.725
C -1.600 3.547 -1.405
N -0.725 2.825 -1.173
H -2.598 5.588 -1.140
H -3.838 4.025 -1.337
H -2.838 4.718 -2.931
*
```

Calculated values
LUMO energy ... 0.1593 Ha
Kohn-Sham gap ... 0.23540 Ha

# 3
Entry from the Open Molecules 2025 dataset: C16H17Br4O2SeSiY as an isolated structure (ωB97M-V with the def2-TZVPD basis set).

ORCA input file:
```
! RIJCOSX wB97M-V def2-TZVPD def2/J DEFGRID3
* xyz 0 1
Y -0.178 -0.913 -0.642
C -1.650 -4.365 0.586
C -1.252 -3.663 -0.679
C 0.047 -3.762 -1.189
C 0.412 -3.125 -2.376
C -0.522 -2.366 -3.078
C -1.820 -2.251 -2.579
C -2.176 -2.888 -1.391
H -2.132 -5.314 0.343
H -2.348 -3.760 1.162
H -0.784 -4.571 1.211
H 0.787 -4.335 -0.643
H 1.430 -3.196 -2.734
H -0.237 -1.845 -3.982
H -2.544 -1.640 -3.102
H -3.179 -2.770 -0.999
Br 4.753 4.010 -1.258
C 3.136 3.058 -1.428
C 1.974 3.704 -1.833
Br 1.983 5.548 -2.221
C 0.781 2.979 -1.952
Br -0.849 3.785 -2.446
C 0.749 1.622 -1.677
O -0.365 0.880 -1.731
C 1.933 0.965 -1.259
O 1.825 -0.330 -0.945
C 3.108 1.689 -1.140
Br 4.624 0.751 -0.532
C -0.649 1.086 4.455
Si -0.611 1.173 2.587
C 1.067 1.757 2.009
C -1.920 2.348 1.953
Se -1.115 -0.941 1.856
H -0.462 2.068 4.895
H 0.112 0.395 4.822
H -1.620 0.731 4.803
H 1.359 2.643 2.579
H 1.047 2.056 0.959
H 1.844 1.002 2.140
H -1.751 3.355 2.345
H -2.919 2.026 2.250
H -1.889 2.404 0.862
*
```

Calculated values
LUMO energy ... -0.0288 Ha
Kohn-Sham gap ... 0.25304 Ha

# 4
Entry from the Open Molecules 2025 dataset: C16H17Br6N3O2 as an isolated structure (ωB97M-V with the def2-TZVPD basis set).

ORCA input file:
```
! RIJCOSX wB97M-V def2-TZVPD def2/J DEFGRID3
* xyz 1 2
N 12.755 -22.265 -15.379
C 11.302 -22.343 -15.503
C 10.705 -21.299 -14.819
C 11.730 -20.436 -14.403
C 13.006 -21.065 -14.662
H 13.352 -22.927 -15.854
H 10.972 -23.245 -15.998
H 9.641 -21.138 -14.725
H 11.580 -19.504 -13.878
H 14.050 -20.791 -14.692
N 17.366 -17.368 -7.296
C 17.062 -16.043 -7.009
C 16.511 -15.554 -8.216
C 16.374 -16.622 -9.161
C 16.963 -17.695 -8.550
H 17.824 -17.983 -6.639
H 17.461 -15.483 -6.177
H 16.384 -14.503 -8.430
H 15.942 -16.679 -10.150
H 17.170 -18.722 -8.812
C 13.524 -14.668 -6.930
Br 14.097 -13.025 -5.877
Br 11.637 -14.727 -7.611
Br 13.691 -16.319 -5.818
H 14.156 -14.655 -7.818
C 18.817 -16.616 -13.764
Br 19.113 -17.541 -11.954
Br 18.978 -14.689 -13.316
Br 16.940 -17.111 -14.442
H 19.558 -17.019 -14.454
C 12.883 -16.618 -13.869
C 12.476 -16.617 -12.496
C 13.084 -15.766 -11.619
C 14.085 -14.982 -12.061
C 14.450 -14.932 -13.388
C 13.908 -15.781 -14.300
N 14.863 -14.099 -11.114
O 14.357 -13.790 -10.011
O 16.000 -13.859 -11.466
H 12.417 -17.376 -14.481
H 11.741 -17.319 -12.130
H 12.815 -15.744 -10.573
H 15.221 -14.320 -13.834
H 14.428 -15.713 -15.244
*
```

Calculated values
Expectation value of S² ... 0.762
LUMO energy (alpha / beta) ... -0.1206 / -0.2744 Ha
Kohn-Sham gap (alpha / beta) ... 0.24202 / 0.08821 Ha

# 5
Entry from the Open Molecules 2025 dataset: C16H17BrCl3GeIN2O2SiTi as an isolated structure (ωB97M-V with the def2-TZVPD basis set).

ORCA input file:
```
! RIJCOSX wB97M-V def2-TZVPD def2/J DEFGRID3
* xyz 0 1
Ti 1.260 -0.883 -0.962
C 1.775 1.147 2.046
Si 1.319 -0.617 1.621
C 2.585 -1.737 2.407
C -0.420 -0.987 2.208
C -0.909 -2.295 2.275
C -2.223 -2.546 2.640
C -3.077 -1.492 2.941
C -2.608 -0.189 2.889
C -1.290 0.060 2.526
H 1.826 1.243 3.135
H 1.062 1.874 1.660
H 2.757 1.396 1.641
H 2.616 -1.526 3.480
H 3.573 -1.536 1.990
H 2.357 -2.794 2.267
H -0.262 -3.129 2.023
H -2.583 -3.566 2.685
H -4.105 -1.688 3.219
H -3.267 0.637 3.126
H -0.935 1.083 2.498
I 1.434 -3.479 -0.878
Br -3.039 5.292 -0.150
C -3.037 3.414 -0.343
C -4.239 2.717 -0.311
N -4.310 1.396 -0.441
C -3.178 0.722 -0.607
C -1.935 1.344 -0.647
C -1.857 2.723 -0.511
C -0.708 0.547 -0.786
O 0.439 1.069 -0.715
O -0.759 -0.721 -0.964
H -5.173 3.251 -0.181
H -3.245 -0.356 -0.688
H -0.896 3.221 -0.533
C 2.007 0.119 -5.685
C 1.567 -0.062 -4.313
N 1.219 -0.204 -3.232
H 1.389 0.872 -6.171
H 1.921 -0.825 -6.222
H 3.050 0.433 -5.692
Cl 3.449 -0.187 -0.886
Ge 4.693 -1.794 -2.773
Cl 6.543 -1.952 -1.602
Cl 5.216 0.008 -3.982
*
```

Calculated values
LUMO energy ... -0.0332 Ha
Kohn-Sham gap ... 0.27960 Ha

# 6
Entry from the Open Molecules 2025 dataset: C16H17CeCl2F5O2 as an isolated structure (ωB97M-V with the def2-TZVPD basis set).

ORCA input file:
```
! RIJCOSX wB97M-V def2-TZVPD def2/J DEFGRID3
* xyz -2 1
C 0.247 -1.238 -2.537
C 1.105 -0.108 -2.693
C 0.298 1.064 -2.661
C 2.572 -0.128 -2.864
C -1.061 0.659 -2.533
C -1.093 -0.761 -2.451
C -2.298 -1.592 -2.298
C 0.687 -2.643 -2.448
C 0.785 2.456 -2.738
C -2.218 1.572 -2.483
Ce 0.838 0.197 1.195
Cl 2.697 1.529 0.443
Cl 2.262 -1.999 0.830
O -0.633 1.474 0.533
H 2.967 -1.129 -2.644
H 3.060 0.582 -2.186
H 2.857 0.133 -3.892
H 1.716 2.583 -2.165
H 0.038 3.143 -2.324
H 0.984 2.752 -3.777
H -2.018 2.410 -1.802
H -3.109 1.040 -2.138
H -2.437 1.992 -3.478
H -3.109 -1.005 -1.852
H -2.092 -2.429 -1.625
H -2.652 -1.972 -3.270
H 1.587 -2.728 -1.828
H 0.909 -3.060 -3.443
H -0.095 -3.255 -1.985
H -1.556 1.736 0.711
O -1.354 -1.745 0.623
H -0.767 -2.467 1.030
F 0.143 -1.459 4.220
C 0.389 -0.167 4.562
C 0.593 0.787 3.576
C 0.810 2.112 3.928
F 0.921 3.080 2.975
C 0.918 2.478 5.275
F 1.207 3.755 5.611
C 0.749 1.509 6.264
F 0.890 1.849 7.563
C 0.455 0.190 5.912
F 0.258 -0.733 6.874
*
```

Calculated values
LUMO energy (alpha / beta) ... 0.1585 / 0.1584 Ha
Kohn-Sham gap (alpha / beta) ... 0.14459 / 0.14445 Ha

The records above yield DFT total energy values of -81317.803, -56251.501, -375405.145, -445674.127, -227169.460, -72524.844 eV, respectively.
The records above yield strongest force on any atom values of 0.5, 1.5, 0.5, 4.9, 0.2, 5.3 eV/Å, respectively.
The records above yield ΔE to the lowest compared entry with this formula, charge and spin values of 157.63, 112.85, 7.27, 58.15, 8.61, 243.13 kJ/mol, respectively.